No. 1
Computed, not measured: 2 unconnected molecules or ions with the total composition C3H12N2, with ωB97M-V/def2-TZVPD.

XYZ file:
```
17
Properties=species:S:1:pos:R:3:forces:R:3
N 3.2907 -1.9059 0.3672 -0.3172 -0.8396 -4.2816
N -3.7214 1.4179 -0.7403 -1.3759 1.7180 -3.5198
C 2.5316 -0.7465 0.5845 -1.2107 1.5736 0.7140
C 1.8280 -0.0872 -0.6699 0.4086 -1.9541 -1.2417
C -3.1310 1.0132 0.4911 -1.4730 -0.1503 1.0160
H -3.6437 0.1297 0.8870 -0.2291 -0.0655 0.0632
H 2.3298 -0.1892 -1.7282 -0.4330 0.7949 2.2445
H -4.5860 2.0079 -0.7941 1.4699 -1.0452 0.7049
H -3.2624 1.4815 -1.7095 -0.3641 -0.3517 2.8697
H -2.1642 0.6525 0.3295 1.7700 -0.1401 -0.2534
H -3.1495 1.7280 1.3471 0.2119 0.0325 -0.8814
H 0.8200 -0.5414 -0.8430 0.8057 -0.2242 0.2433
H 3.2370 -0.0413 1.0997 -1.2688 -0.0152 -0.2420
H 1.5810 -0.9553 1.1322 0.8725 0.3714 0.7950
H 2.8979 -2.3146 -0.5138 1.0562 -0.4684 1.5954
H 1.5376 0.8762 -0.3101 0.3600 1.1256 -0.4861
H 3.6046 -2.5258 1.0706 -0.2828 -0.3617 0.6601
```
Forces are in eV/Å.

## Properties
Total charge   0
Orbital gap   9.5 eV
SMILES string   CCN.CN

=====

No. 2
Computed, not measured: 3 unconnected molecules or ions with the total composition C34H59ClN5O2P, with ωB97M-V/def2-TZVPD.

XYZ file:
```
102
Properties=species:S:1:pos:R:3:forces:R:3
Cl 0.1285 3.4388 0.5749 0.4333 -0.2289 0.1007
P 1.0166 -2.9390 -1.3907 2.2090 0.4198 -1.0174
O 0.5345 -4.4228 -0.7959 -0.5775 0.6893 -0.3265
O 0.4321 -0.4825 -0.5536 0.4593 0.0536 0.0119
N -0.2628 1.0705 1.9232 0.7860 0.6263 0.8243
N 0.9421 0.5026 2.3702 0.7260 -0.2722 -0.4800
N -2.5316 3.5302 3.4672 0.1487 0.7395 0.4102
N -0.1420 -2.4726 -2.6125 -0.0745 -1.0420 0.5113
N -1.5418 1.5329 0.0825 -0.0830 0.4803 0.5971
C -8.1262 1.2575 1.1485 -0.5263 -0.4177 -0.6978
C 4.8511 -5.0518 4.2535 -0.0059 -0.0063 -0.0166
C 2.3280 1.1893 -0.1876 0.4355 -0.5895 0.2737
C 3.0930 2.6684 -6.4345 0.0108 -0.0060 0.0214
C 0.8299 0.8635 -0.4027 0.0329 2.2056 -0.8782
C 3.9862 -4.2363 4.9701 -0.0104 0.0187 0.0000
C 4.3442 4.5176 -0.3907 -0.0100 -0.5575 0.3097
C -5.3706 -1.4263 0.6988 0.0029 0.9842 -1.5628
C 3.3924 2.0930 -7.6617 0.0021 0.0040 -0.0100
C -1.6189 -2.3600 0.2051 -0.2962 0.4951 1.0208
C 2.9306 2.4737 -0.7994 0.5504 0.1148 0.2695
C 6.2556 -5.2639 6.1933 0.0117 -0.0015 0.0035
C -5.9492 0.0159 0.6126 -0.4182 -1.0887 0.4748
C -2.1153 2.4999 2.8860 -0.3458 -0.5679 -1.0228
C 1.3651 0.7279 -2.9415 0.2082 1.1286 0.8202
C 5.9848 -5.5680 4.8662 0.0024 0.0042 -0.0045
C 2.3849 1.8830 -8.5936 0.0044 -0.0047 0.0036
C 4.0414 3.0836 0.0988 0.1452 0.0431 -1.3110
C 5.3948 -4.4415 6.9074 -0.0038 -0.0028 0.0036
C -8.1628 2.4241 0.1271 0.0231 -0.0747 0.7957
C -2.8353 -1.9068 1.0569 -0.1728 0.7549 -1.6649
C 1.0779 2.2431 -8.2955 -0.0104 -0.0145 -0.0070
C 0.7771 2.8107 -7.0648 -0.0001 0.0021 0.0029
C -7.4868 -0.0281 0.5805 0.0007 0.7218 0.7508
C -0.7035 1.9947 2.9790 -0.7514 -0.3486 0.7869
C -0.2799 -2.2076 0.9743 -0.7601 0.2179 -0.6079
C 0.4912 1.4055 -1.8366 -0.2498 -1.1461 -0.5573
C 1.7855 3.0254 -6.1353 -0.0106 0.0111 0.0150
C -3.9593 -1.5074 0.0598 -0.1879 -1.5523 0.8232
C 4.2585 -3.9293 6.2963 0.0027 0.0020 0.0036
C 0.8702 -1.6612 0.0569 -1.9365 -2.0159 1.8594
C 2.1870 -1.8718 0.7694 0.1892 1.7200 -2.0404
C 2.3614 -2.3403 1.9677 0.3351 -0.7813 1.5700
C -0.1813 1.6144 0.5879 -0.9689 -0.8636 -0.5812
H -7.8257 3.3432 0.6121 0.0602 0.0289 -0.2685
H -0.0421 -3.1859 1.3906 0.2893 0.1304 -0.0331
H 7.1391 -5.6680 6.6715 -0.0101 0.0111 -0.0079
H -0.5213 1.1038 -2.1093 -0.0642 0.0503 0.4636
H 0.0147 2.7967 3.1948 -0.1258 0.1064 -0.4124
H 4.2152 4.5308 -1.4765 -0.0950 0.2344 0.0789
H -3.2131 -2.7028 1.6993 0.1887 0.1847 0.2620
H -5.6331 0.5429 1.5191 0.0599 0.3228 -0.2840
H -1.7929 -3.4013 -0.0817 0.0921 0.0807 -0.1480
H 3.4450 2.2023 -1.7270 -0.2310 0.1330 -0.0839
H 3.1019 -1.6433 0.2258 -0.1800 -0.5363 -0.4873
H -9.1932 2.5959 -0.1890 0.1468 -0.0030 -0.2131
H -0.6883 1.3919 3.8980 -0.0775 -0.0879 -0.1529
H -0.5034 -1.5315 1.8058 0.3987 0.0488 -0.0545
H 3.5850 -3.2905 6.8541 0.0083 -0.0105 -0.0065
H 6.6574 -6.2078 4.3087 -0.0072 0.0105 0.0073
H -2.8009 1.9117 2.2678 0.3203 -0.2533 0.0428
H 1.5365 1.1605 2.8709 -0.1493 0.0327 0.0105
H 5.3803 4.8059 -0.2008 -0.1344 0.0907 0.1954
H 2.6375 1.1600 0.8563 -0.4227 -0.0785 0.0157
H -1.7682 0.5859 -0.1992 0.1209 0.0869 -0.1245
H -2.5805 -0.9852 1.5929 0.0950 -0.3783 0.4639
H 4.9390 2.4965 -0.1247 -0.0117 -0.1330 0.6284
H -3.5207 3.6529 3.2561 0.0274 0.0542 0.1964
H 3.0984 -3.8393 4.4940 0.0095 -0.0092 0.0100
H -3.9854 -2.3276 -0.6714 -0.0165 0.1945 -0.0891
H -0.2434 3.0868 -6.8303 0.0140 0.0046 -0.0060
H 2.2448 3.2807 -1.0508 -0.3025 -0.2980 0.1692
H 3.6629 5.2212 0.0909 0.0744 0.1384 -0.2495
H -9.1651 1.0019 1.3844 0.1042 0.1245 0.2016
H -0.2514 -4.7566 -1.2549 0.1083 0.0239 0.3492
H -1.6462 -1.7399 -0.6944 0.2990 -0.1325 -0.0049
H 0.7795 -0.3102 2.9471 -0.2355 0.1132 0.0120
H 4.4114 1.8088 -7.8926 -0.0112 0.0128 0.0003
H 0.7320 0.3078 -3.7177 0.1681 -0.0191 -0.0899
H 2.0153 1.5111 -3.3382 0.0147 -0.3209 -0.4237
H 1.6043 -2.3344 2.7426 -0.1597 -0.6072 -0.1832
H -7.8259 -0.8682 1.1974 0.0665 -0.0057 -0.0969
H 5.6091 -4.2004 7.9410 -0.0051 -0.0088 -0.0109
H 0.5043 2.4911 -1.8949 0.2407 -0.0683 0.0592
H 3.3270 -2.7726 2.2036 0.1253 0.5112 0.4141
H -0.7658 -3.2715 -2.7516 -0.3830 0.4523 0.0168
H -5.5624 0.5021 -0.2834 0.0895 0.1671 0.1578
H -5.4173 -1.8260 1.7130 0.0999 0.0979 -0.0190
H 1.5517 3.4713 -5.1762 0.0014 -0.0063 -0.0117
H 0.3898 -2.4331 -3.4791 0.0088 0.1635 0.1317
H -1.7174 2.2282 -0.6283 -0.0256 -0.3167 -0.1656
H -7.8910 -0.1766 -0.4266 0.2383 -0.1796 0.0059
H 2.0139 -0.0381 -2.5160 -0.1698 -0.1375 -0.1799
H 3.8799 2.8381 -5.7097 -0.0135 -0.0111 -0.0055
H -7.5392 2.2191 -0.7440 -0.0132 0.1006 0.0255
H 0.2924 2.0806 -9.0232 0.0103 -0.0015 0.0125
H -3.7008 -0.6112 -0.5093 -0.0032 0.0725 0.2302
H 2.8767 0.3522 -0.6332 -0.0829 0.0600 0.0136
H 3.7913 3.0300 1.1593 0.0693 0.0590 -0.0397
H -6.0342 -2.0283 0.0668 0.0198 -0.1703 0.2764
H 2.6191 1.4383 -9.5528 -0.0050 0.0045 0.0128
H 4.6412 -5.2860 3.2169 -0.0078 -0.0081 0.0170
H -7.6451 1.5370 2.0886 0.0543 0.0201 -0.1058
```
Forces are in eV/Å.

## Properties
Total charge   0
Orbital gap   8.3 eV
SMILES string   [H]/N=C/CN(N)[C@@](N)(Cl)[C@@](CC)(CCCC)O[C@@](C=C)(CCCCCCCCC)P(N)O.c1ccccc1.c1ccccc1

=====

No. 3
Computed, not measured: a single C4H7N3O2 molecule, with ωB97M-V/def2-TZVPD.

XYZ file:
```
16
Properties=species:S:1:pos:R:3:forces:R:3
O -1.5590 1.6267 1.6793 0.8048 -0.5601 -2.0641
O 0.9609 1.5761 -0.7471 -1.6058 0.4006 0.4440
N -0.8219 2.2722 0.6101 1.1135 -1.1249 -0.6787
N -2.0856 -0.1373 -0.1002 0.6454 -3.8873 -2.1227
N 0.0296 -1.2141 -0.3838 -0.3304 2.7970 0.4017
C 1.5285 -1.0838 -0.2547 0.9816 0.3852 1.3538
C 2.3817 -2.1849 -0.1003 -0.3699 7.8018 -1.0835
C -0.6975 -0.1053 -0.3331 6.0698 -0.4802 -0.3297
C -0.0990 1.3442 -0.1499 1.0341 1.7128 -0.3985
H 3.4693 -2.0327 -0.1914 -0.7761 -0.1283 0.5962
H -1.6546 0.3577 0.8524 -2.7139 2.1835 3.3896
H 1.9439 -3.0406 -0.2159 -2.0205 -5.3473 -0.4889
H -0.4376 3.2980 0.6692 -0.9321 -2.8965 0.2991
H 1.8838 0.0274 -0.0865 -0.5242 -2.7683 -0.7213
H -2.6126 0.3857 -0.7437 -0.6952 2.0738 -0.4306
H -2.2300 -1.0892 -0.5045 -0.6810 -0.1618 1.8336
```
Forces are in eV/Å.

## Properties
Total charge   0
Orbital gap   7.6 eV
SMILES string   C=C/N=C(/[NH3+])C(=O)N[O-]

=====

No. 4
Computed, not measured: a single C4H6N2O molecule, with ωB97M-V/def2-TZVPD.

XYZ file:
```
13
Properties=species:S:1:pos:R:3:forces:R:3
O -0.7560 -2.8230 0.2845 0.0260 -0.1404 0.1328
N 0.1128 0.2773 1.4279 -0.3923 -0.1804 0.3261
N -0.1341 -0.9499 1.5767 -0.5586 0.2250 0.0540
C 0.3399 0.5320 -0.0008 0.1874 0.1114 0.1136
C 0.1601 1.9264 -0.5769 -0.0736 -0.0189 0.1578
C -0.3578 -1.5459 0.3256 0.0517 0.1404 -0.2469
C -0.1108 -0.6912 -0.6849 0.1650 -0.0940 0.2242
H -0.8227 -3.1427 1.1964 -0.0207 0.0715 -0.0995
H -0.8878 2.1834 -0.7620 0.1362 -0.1637 0.1080
H -0.2205 -0.8726 -1.7463 0.1499 0.0908 0.2180
H 0.7006 2.0196 -1.5294 -0.1202 -0.1170 0.2990
H 1.3967 0.4372 0.3637 0.5281 0.0537 -1.1861
H 0.5796 2.6493 0.1256 -0.0790 0.0216 -0.1010
```
Forces are in eV/Å.

## Properties
Total charge   0
Orbital gap   9.7 eV
SMILES string   C[C@@H]1C=C(O)N=N1

=====

E_tot? In order: -6283.92710; -69568.24874; -12819.98794; -9270.93786 eV.